No. 1
Entry from the Open Molecules 2025 dataset: C40H58BrCoN4O3 as an isolated structure (the ωB97M-V functional and the def2-TZVPD basis).

- 2S+1: 4
- ΔE to the lowest compared entry with this formula, charge and spin: 0.00 kJ/mol
- Lowest unoccupied orbital energy (spin up / spin down): -1.9727 / -4.7744 eV
- Charge: +1
- HOMO-LUMO gap (spin up / spin down): 7.5 / 5.7 eV
- F_max: 0.282 eV/Å

The geometry in XYZ format:
```
107
Properties=species:S:1:pos:R:3:lowdin_spin:R:1
Co 0.01997 -1.63139 0.90088 1.029
C -1.66747 4.82579 -1.08091 0.010
C -2.02838 4.55779 0.39063 0.017
C -3.40706 5.15844 0.66919 0.001
C -1.00722 5.25770 1.30053 0.008
C -1.98336 3.05191 0.62590 0.156
C -0.77107 2.39054 0.47320 0.006
C -0.69303 1.01298 0.62876 0.121
N 0.37941 0.17914 0.52573 0.172
C 1.69127 0.44159 0.25355 0.133
C 2.28476 1.62565 -0.16966 0.010
C 3.64701 1.67167 -0.41586 0.148
C 4.42548 0.50660 -0.22633 0.053
C 3.92234 -0.70505 0.17464 0.075
C 2.50734 -0.76311 0.39694 0.141
O 1.88556 -1.84355 0.69963 0.253
C 4.88878 -1.89039 0.30693 0.004
C 6.04712 -1.48413 1.23287 0.002
C 5.44304 -2.21149 -1.09032 0.003
C 4.28307 -3.17647 0.88047 -0.001
C 4.33480 2.94280 -0.89303 0.016
C 3.36319 4.11562 -1.03383 0.000
C 4.97696 2.67589 -2.26397 0.011
C 5.42231 3.33575 0.11940 0.010
C -1.89741 0.27029 1.00077 0.141
O -1.77493 -0.99623 1.15987 0.249
C -3.13700 0.96333 1.20240 0.084
C -3.13734 2.31890 0.98462 0.057
C -4.37805 0.21904 1.68565 0.005
C -5.57105 1.15992 1.86005 -0.001
C -4.77229 -0.86211 0.67030 0.004
C -4.08359 -0.42827 3.05013 0.004
H -1.69496 5.89857 -1.27917 0.002
H -2.37720 4.33618 -1.75071 0.000
H -0.66641 4.46246 -1.31860 0.000
H -3.36756 6.23602 0.50846 0.000
H -3.72032 4.98852 1.70074 0.000
H -4.17008 4.75585 0.00053 0.000
H -1.05646 6.33584 1.14103 0.001
H 0.01601 4.94153 1.09547 0.000
H -1.22032 5.05834 2.35190 0.000
H 0.10300 2.97254 0.24774 -0.002
H 1.69375 2.50285 -0.34615 -0.002
H 5.48598 0.57730 -0.42482 0.001
H 6.60380 -0.62679 0.85522 0.000
H 6.74649 -2.31629 1.32572 0.000
H 5.67758 -1.23808 2.22981 0.000
H 5.96315 -1.35710 -1.52565 0.000
H 4.63802 -2.50254 -1.76803 0.000
H 6.14964 -3.04071 -1.02563 0.000
H 3.85062 -3.01715 1.86779 0.000
H 5.08440 -3.91197 0.97587 0.000
H 3.51384 -3.59186 0.23396 0.000
H 2.58657 3.91246 -1.77471 0.000
H 3.91115 4.99735 -1.36679 0.000
H 2.88818 4.36294 -0.08182 0.000
H 4.21971 2.39527 -2.99861 0.000
H 5.71797 1.87763 -2.21824 0.000
H 5.47888 3.57769 -2.61807 0.002
H 4.98806 3.52107 1.10332 0.000
H 5.92000 4.24839 -0.21195 0.002
H 6.18235 2.56156 0.22407 0.000
H -4.05768 2.86146 1.12273 0.001
H -5.85039 1.64310 0.92148 0.000
H -5.37575 1.93087 2.60751 0.000
H -6.42999 0.58101 2.20088 0.000
H -5.03265 -0.41115 -0.29098 0.000
H -5.64696 -1.40457 1.03547 0.000
H -3.95979 -1.56676 0.52163 0.000
H -3.79662 0.33096 3.78035 0.000
H -3.28513 -1.16401 2.98222 0.000
H -4.98318 -0.92567 3.41741 0.000
C -0.73222 -7.00507 0.37335 0.000
C -0.62562 -5.82544 1.29635 0.000
C -0.73646 -5.94864 2.67662 -0.001
C -0.59847 -4.83811 3.49260 0.001
C -0.36153 -3.62407 2.88291 0.001
Br -0.12113 -2.05051 3.89794 0.028
N -0.27775 -3.47183 1.56664 -0.003
C -0.39518 -4.55478 0.79073 -0.001
H -1.17853 -7.85876 0.87957 0.000
H 0.25434 -7.30419 0.01607 0.000
H -1.33986 -6.76733 -0.49949 0.000
H -0.92807 -6.91820 3.11939 0.000
H -0.66952 -4.90631 4.56770 0.000
H -0.30171 -4.36672 -0.27100 0.000
C -3.06923 -3.18623 -1.32168 0.001
N -2.63975 -1.94501 -1.93691 0.004
C -3.55554 -1.30631 -2.86967 0.000
C -3.22435 0.16864 -2.96603 0.001
C -1.78134 0.31881 -3.39471 0.000
N -0.91056 -0.51958 -2.58486 0.005
C 0.50729 -0.23757 -2.70783 0.002
C -1.33126 -1.59025 -1.86465 0.008
O -0.53357 -2.23218 -1.14868 0.028
H -2.91612 -4.04064 -1.98882 0.000
H -4.13017 -3.11465 -1.08851 0.000
H -2.51814 -3.34719 -0.40054 0.000
H -4.56783 -1.45120 -2.49159 0.000
H -3.50093 -1.77869 -3.85810 0.000
H -3.37198 0.63645 -1.98925 0.001
H -3.87991 0.66242 -3.68257 0.000
H -1.45380 1.35456 -3.27370 0.000
H -1.66158 0.06142 -4.45342 0.000
H 0.78150 -0.21557 -3.76553 0.000
H 1.07898 -1.01168 -2.20466 0.001
H 0.74911 0.73216 -2.26819 0.000
```

---

No. 2
Entry from the Open Molecules 2025 dataset: a 11-piece molecular cluster, C40H59F4N3O16 overall (the ωB97M-V functional and the def2-TZVPD basis).

- 2S+1: 1
- Lowest unoccupied orbital energy: 0.2914 eV
- HOMO-LUMO gap: 8.3 eV
- F_max: 5.755 eV/Å

The geometry in XYZ format:
```
122
Properties=species:S:1:pos:R:3:lowdin_charge:R:1
C 14.17624 13.20332 17.48527 -0.185
C 15.53523 13.75302 17.21643 -0.163
C 16.18526 12.63267 16.37878 -0.207
O 15.58783 11.47221 16.87488 -0.090
C 14.26921 11.76187 17.08426 -0.247
H 13.34381 13.73449 17.02373 0.106
H 14.14896 13.32238 18.56841 0.111
H 16.11155 13.95102 18.12017 0.114
H 15.39963 14.70682 16.70656 0.098
H 17.27332 12.65844 16.43844 0.101
H 15.99621 12.69322 15.30701 0.103
H 13.79236 11.22339 17.90325 0.126
H 13.58782 11.64319 16.24181 0.115
C 11.55959 17.47249 16.62390 -0.135
C 11.27393 18.62951 15.70657 -0.195
C 12.09414 18.44425 14.45261 -0.180
O 13.33803 17.85029 14.95117 -0.151
C 12.94345 17.01380 16.04374 -0.196
H 10.87909 16.63023 16.49894 0.103
H 11.64868 17.77230 17.66806 0.107
H 11.69725 19.55664 16.09301 0.119
H 10.25124 18.64956 15.33000 0.114
H 12.14211 19.35749 13.85949 0.128
H 11.57346 17.65152 13.91541 0.094
H 13.72063 16.91903 16.80210 0.113
H 12.89707 15.99295 15.66451 0.087
C 12.21140 18.64240 8.90920 -0.145
C 12.35870 17.26493 9.56686 -0.167
C 11.17431 17.21022 10.45737 -0.232
O 10.71455 18.55040 10.67541 -0.120
C 10.93029 19.21795 9.44717 -0.202
H 12.10882 18.43167 7.84469 0.113
H 13.13003 19.19947 9.09324 0.115
H 13.32724 17.21260 10.06414 0.079
H 12.33225 16.45032 8.84311 0.125
H 11.40220 16.65817 11.36918 0.097
H 10.48198 16.48151 10.03578 0.121
H 11.02391 20.23914 9.81663 0.124
H 10.06550 19.15717 8.78646 0.122
C 13.29882 14.49340 13.20274 -0.142
C 13.92391 13.38111 12.32908 -0.138
C 15.36014 13.84335 12.27407 -0.228
O 15.31365 15.24083 12.12784 -0.152
C 14.24068 15.69796 12.93689 -0.176
H 13.37353 14.15592 14.23648 0.088
H 12.23676 14.65984 13.02264 0.086
H 13.53672 13.42673 11.31119 0.116
H 13.79511 12.37169 12.71969 0.099
H 15.81689 13.40873 11.38492 0.100
H 15.92287 13.54553 13.15879 0.097
H 13.74773 16.53066 12.43518 0.106
H 14.63057 15.96350 13.91953 0.103
N 19.25601 10.03898 14.13536 0.017
C 19.64931 9.51065 12.97253 -0.161
C 18.98117 10.18127 12.00196 -0.142
C 18.31470 11.31915 12.50858 -0.072
C 18.55691 11.19626 13.88052 -0.132
H 19.66153 9.78444 15.02467 0.155
H 20.32913 8.67156 12.95970 0.116
H 19.00787 9.86920 10.96838 0.097
H 17.82993 12.10607 11.94986 0.081
H 18.24036 11.84357 14.68500 0.086
N 20.61404 14.59962 14.45807 0.002
C 19.62232 14.69143 13.55535 -0.137
C 18.46659 15.04239 14.24063 -0.115
C 18.76815 15.14319 15.58444 -0.116
C 20.12211 14.82612 15.69972 -0.138
H 21.53877 14.25127 14.24921 0.154
H 19.84721 14.47065 12.52235 0.114
H 17.49325 15.17157 13.79083 0.080
H 18.18175 15.39101 16.45686 0.091
H 20.81409 14.77699 16.52745 0.104
N 14.97095 11.75021 7.10119 0.009
C 16.05374 12.37591 7.61914 -0.149
C 16.19075 12.01900 8.91550 -0.132
C 15.16743 11.13302 9.22618 -0.109
C 14.36789 11.02451 8.09341 -0.128
H 14.55467 11.87504 6.18947 0.149
H 16.60332 13.11111 7.05007 0.113
H 17.00261 12.32130 9.56041 0.087
H 14.95941 10.50712 10.08138 0.078
H 13.48244 10.43329 7.91224 0.104
C 8.25359 11.53808 15.44974 -0.039
C 8.75507 10.13459 15.12452 -0.340
O 9.95094 10.43491 14.47152 0.167
C 10.33886 11.68703 14.61318 -0.557
O 11.39769 12.18105 14.26301 0.145
O 9.42894 12.35299 15.31666 0.081
F 7.84122 9.48889 14.43455 0.121
H 7.80969 11.67944 16.43517 0.136
H 7.40010 11.78753 14.81932 0.135
H 8.99645 9.56751 16.02355 0.174
C 15.92548 7.97164 12.42264 -0.026
C 15.56417 9.24240 13.25793 -0.272
O 14.59511 8.70910 14.12562 0.152
C 14.81363 7.43460 14.32106 -0.579
O 14.30617 6.74638 15.16049 0.160
O 15.67852 6.94558 13.38650 0.057
F 14.88113 10.14630 12.50836 0.051
H 16.96483 7.99482 12.09503 0.126
H 15.14716 7.87988 11.66508 0.142
H 16.36213 9.75600 13.79420 0.148
C 16.93528 17.23640 9.91995 -0.114
C 15.91822 16.75800 8.92947 -0.298
O 16.67048 15.64883 8.50396 0.132
C 17.98526 15.87059 8.71337 -0.514
O 18.91364 15.18967 8.23110 0.111
O 18.19077 16.98084 9.40430 0.129
F 15.70918 17.61547 7.90384 0.079
H 16.75457 16.70680 10.85535 0.130
H 16.76043 18.27703 10.19313 0.151
H 14.95343 16.62875 9.41995 0.139
C 7.73899 15.67026 13.08110 -0.038
C 9.23667 15.64386 12.75127 -0.322
O 9.32232 14.48970 11.94482 0.150
C 8.29890 13.68230 12.19519 -0.525
O 8.20845 12.51448 11.79551 0.130
O 7.35137 14.30693 12.93324 0.069
F 9.99888 15.57184 13.84788 0.089
H 7.17959 16.26867 12.36202 0.142
H 7.50887 15.99968 14.09433 0.145
H 9.48460 16.56374 12.22169 0.142
```

---

Question: Among the records above, which one has the lowest 2S+1?
Answer: C40H59F4N3O16

---

Question: Look up the 2S+1 of the second one.
Answer: 1